# 1
DFT (ωB97M-V/def2-TZVPD) results for C6H6N as an isolated structure in a non-equilibrium geometry.

Calculated values
* LUMO energy (alpha / beta): -6.459 / -6.459 eV
* multiplicity: 1
* net charge: +1
* largest force on an atom: 4.1 eV Å⁻¹
* highest occupied orbital energy (alpha / beta): -15.35 / -15.35 eV
* relative energy (zero: lowest compared OMol25 entry of this formula, charge and spin): 4.686 eV

XYZ file:
```
13
Properties=species:S:1:pos:R:3:forces:R:3:mulliken_charge:R:1
C -1.8009 -0.3549 -0.0355 0.737 0.051 -1.146 -0.09
C 0.0987 0.0565 1.3676 -3.602 -0.680 -1.732 0.15
C 1.2259 0.9404 1.2414 0.274 0.551 0.187 -0.36
C 0.5941 -0.8396 -1.1152 -0.372 -0.373 -0.616 -0.46
C -0.5815 0.0250 -0.8289 0.294 -0.115 0.063 -0.09
C 0.6523 -0.0328 0.1318 0.157 0.194 1.036 0.35
N -1.7878 -0.3048 1.2055 2.639 0.439 1.926 -0.34
H -2.7256 -0.5920 -0.5490 -0.250 -0.073 0.074 0.41
H 1.0842 2.0171 1.2349 -0.056 -0.007 -0.006 0.26
H 2.1836 0.6226 1.6407 0.032 -0.221 -0.104 0.26
H 0.5295 -1.9101 -0.9448 -0.060 0.064 0.101 0.24
H 1.2380 -0.5652 -1.9410 0.002 0.174 0.117 0.28
H -0.7106 0.9379 -1.4073 0.206 -0.005 0.100 0.39
```
Positions in Å, forces in eV/Å.



# 2
DFT (ωB97M-V/def2-TZVPD) results for C6H6N2 as an isolated structure in a non-equilibrium geometry.

Calculated values
* LUMO energy: 0.223 eV
* multiplicity: 1
* largest force on an atom: 5.0 eV Å⁻¹
* highest occupied orbital energy: -8.45 eV
* relative energy (zero: lowest compared OMol25 entry of this formula, charge and spin): 4.643 eV

XYZ file:
```
14
Properties=species:S:1:pos:R:3:forces:R:3:mulliken_charge:R:1
C -1.6855 -1.2987 0.5978 -1.258 -1.023 1.064 -0.76
C 0.1639 0.0716 -0.2202 2.162 3.765 0.438 0.76
C 0.0814 1.0766 0.7512 -3.765 -2.336 1.613 -0.41
C 0.5748 2.3682 0.6521 3.900 3.064 -0.813 0.16
C 1.2411 0.2770 -1.2089 3.598 -1.019 -1.645 -0.71
C 2.3306 0.2186 -1.8253 -1.523 -0.551 1.248 0.00
H -2.1766 -0.1567 0.8763 1.226 -3.779 -0.751 0.27
H -2.4250 -2.0238 -0.0191 1.444 2.005 1.662 0.29
H -1.4066 -2.0299 1.7186 -0.595 2.679 -3.425 0.22
H -0.0932 -1.7879 -0.9111 -1.366 1.300 1.309 0.29
H -0.6909 0.9664 1.6605 1.892 -0.007 -2.188 0.26
H 3.3839 0.0199 -2.2981 -2.895 0.816 1.083 0.34
N -0.5581 -1.0317 -0.3215 -0.328 -2.509 0.043 -0.22
N 1.2602 3.3303 0.5478 -2.493 -2.405 0.362 -0.48
```
Positions in Å, forces in eV/Å.



# 3
DFT (ωB97M-V/def2-TZVPD) results for one molecule with the formula C6H6N2O in a non-equilibrium geometry.

Calculated values
* LUMO energy: -0.539 eV
* multiplicity: 1
* largest force on an atom: 1.6 eV Å⁻¹
* highest occupied orbital energy: -9.67 eV
* structure (SMILES): N#CC1=NC=C[C@H](O)C1
* relative energy (zero: lowest compared OMol25 entry of this formula, charge and spin): 1.132 eV

XYZ file:
```
15
Properties=species:S:1:pos:R:3:forces:R:3:mulliken_charge:R:1
C -1.8010 -1.6455 1.2479 -0.634 -0.560 0.430 0.17
C 1.4354 0.6092 -0.0271 -0.203 -0.161 0.048 -0.37
C 0.2109 0.7435 -0.8936 0.241 -0.265 -0.198 0.15
C 1.4833 -0.2306 1.0112 0.763 0.660 -0.591 -0.33
C -0.7677 -0.4302 -0.6564 0.288 0.397 0.018 -0.79
C -0.6255 -1.0656 0.7079 0.966 1.214 -0.341 0.58
N -2.7986 -2.0456 1.6495 -0.128 -0.113 0.008 -0.41
N 0.4179 -0.9869 1.4386 -1.241 -0.817 0.407 -0.58
O -0.4340 2.0033 -0.6628 -0.199 -0.553 0.101 -0.52
H 2.2659 1.2623 -0.2471 0.166 0.032 0.019 0.35
H 0.5287 0.6941 -1.9494 -0.139 0.040 0.269 0.29
H 2.3550 -0.3118 1.6471 0.076 0.051 -0.091 0.42
H -1.7907 -0.0774 -0.7991 0.032 -0.082 -0.041 0.37
H -0.5732 -1.2132 -1.3966 -0.052 0.074 -0.024 0.35
H 0.0936 2.6943 -1.0701 0.063 0.084 -0.014 0.32
```
Positions in Å, forces in eV/Å.



# 4
DFT (ωB97M-V/def2-TZVPD) results for C6H6N2O as an isolated structure in a non-equilibrium geometry.

Calculated values
* LUMO energy: 0.368 eV
* multiplicity: 1
* largest force on an atom: 8.7 eV Å⁻¹
* highest occupied orbital energy: -8.89 eV
* relative energy (zero: lowest compared OMol25 entry of this formula, charge and spin): 5.284 eV

XYZ file:
```
15
Properties=species:S:1:pos:R:3:forces:R:3:mulliken_charge:R:1
C -1.9554 -2.0523 -0.1694 -3.677 -1.995 0.649 -0.95
C -0.7551 -1.2184 -0.2393 -1.158 2.731 1.705 0.49
C 0.4364 -1.7598 -0.4815 3.143 2.932 -1.106 -0.43
C 1.5782 -0.8990 -0.6409 -0.136 -6.847 -0.916 -0.32
C 1.4430 0.3645 -0.4514 -0.431 4.366 2.004 -0.57
C 0.2520 0.8921 0.0489 -2.822 -3.402 -0.936 0.86
H -2.2871 -2.3435 -1.3042 1.063 -0.144 2.891 0.24
H -3.0023 -1.4639 0.1767 3.263 -1.542 -0.421 0.25
H -1.6370 -3.0829 0.7166 -1.519 3.087 -3.261 0.25
H 0.7722 -2.6728 -0.7806 -0.679 -3.169 -0.311 0.43
H 2.4807 -1.5464 -0.9365 -0.888 1.977 0.547 0.27
H 2.2530 0.9677 -0.2743 2.201 1.630 -0.515 0.40
N 0.0271 2.3054 0.3204 -0.949 -1.743 -8.074 -0.24
N -0.8732 0.1442 0.1066 1.498 -0.383 -0.520 -0.48
O 0.1686 2.6290 1.3768 1.090 2.501 8.263 -0.20
```
Positions in Å, forces in eV/Å.



# 5
DFT (ωB97M-V/def2-TZVPD) results for one molecule with the formula C6H6N2O in a non-equilibrium geometry.

Calculated values
* LUMO energy: -0.310 eV
* multiplicity: 1
* largest force on an atom: 3.5 eV Å⁻¹
* highest occupied orbital energy: -8.90 eV
* structure (SMILES): C[C@H]1N=C1/C=N\C=C=O
* relative energy (zero: lowest compared OMol25 entry of this formula, charge and spin): 3.925 eV

XYZ file:
```
15
Properties=species:S:1:pos:R:3:forces:R:3:mulliken_charge:R:1
C -1.4169 1.4622 -0.4580 0.513 2.671 2.276 -0.06
C -3.5407 0.5429 -0.1228 -1.468 0.354 0.549 -0.44
C -0.6851 0.2596 -0.6489 0.420 -0.959 -0.627 -0.01
C -3.3139 -0.7176 0.2254 0.684 -1.040 0.129 0.64
C 0.5561 -0.4973 -0.6431 0.130 0.827 -0.052 0.29
C 1.0593 -1.3094 0.4850 -2.079 -0.930 0.982 -0.97
N -2.6513 1.6158 -0.1672 -0.167 -0.579 -0.614 -0.42
N -0.7137 -0.8125 -1.3063 -0.995 -0.360 -0.571 -0.53
O -3.1512 -1.8194 0.5533 -0.248 0.999 -0.340 -0.33
H -0.7904 2.3976 -0.2061 -0.802 -1.448 -0.947 0.28
H -4.6251 0.7788 -0.0056 0.952 -0.053 -0.293 0.28
H 1.3099 -0.0734 -1.2509 0.884 0.011 -1.058 0.43
H 0.9973 -2.4472 0.2336 -0.008 2.040 0.821 0.23
H 0.4182 -0.9371 1.3664 1.135 -1.465 -0.758 0.28
H 2.0635 -1.0056 0.6364 1.049 -0.066 0.501 0.33
```
Positions in Å, forces in eV/Å.



# 6
DFT (ωB97M-V/def2-TZVPD) results for a 2-piece molecular cluster, C6H6N2O2 overall in a non-equilibrium geometry.

Calculated values
* LUMO energy: 0.535 eV
* multiplicity: 1
* largest force on an atom: 6.3 eV Å⁻¹
* highest occupied orbital energy: -9.98 eV
* structure (SMILES): O=c1cc[nH]c(=O)[nH]1.C#C
* relative energy (zero: lowest compared OMol25 entry of this formula, charge and spin): 2.397 eV

XYZ file:
```
16
Properties=species:S:1:pos:R:3:forces:R:3:mulliken_charge:R:1
C 1.9595 -0.7885 0.1013 1.690 -1.144 1.354 0.56
C 0.6869 -1.4983 -0.0791 2.876 -1.429 -0.050 -0.58
C -0.3755 -0.8157 -0.3946 -1.551 1.457 -0.861 -0.04
C 0.6055 1.3055 -0.1918 2.668 4.890 2.877 0.30
C -4.0985 -0.1351 0.8237 0.130 -0.500 -2.023 -0.20
C -4.0011 -0.6827 -0.2423 0.155 -0.998 -0.322 -0.60
H 2.6832 1.0735 0.2426 -1.531 -0.051 -0.039 0.25
H 0.7776 -2.6043 -0.0639 -0.581 0.989 0.211 0.35
H -1.2576 -1.3897 -0.4968 -1.163 0.192 -0.367 0.32
H -1.3872 1.1450 -0.5445 2.737 -1.789 -0.383 0.33
H -4.2704 0.6009 1.5206 -0.160 0.849 1.528 0.40
H -3.9159 -1.3272 -1.1209 -0.101 0.680 0.776 0.41
N 1.7755 0.5780 0.0961 1.392 0.543 -0.634 -0.09
N -0.4247 0.6016 -0.6472 -3.532 -1.091 0.712 -0.13
O 3.0651 -1.3020 0.3988 -2.666 1.279 -1.065 -0.64
O 0.5916 2.5437 0.1282 -0.361 -3.876 -1.714 -0.65
```
Positions in Å, forces in eV/Å.



# 7
DFT (ωB97M-V/def2-TZVPD) results for a 2-piece molecular cluster, C6H6N2O2 overall in a non-equilibrium geometry.

Calculated values
* LUMO energy: -0.447 eV
* multiplicity: 1
* largest force on an atom: 1.8 eV Å⁻¹
* highest occupied orbital energy: -9.36 eV
* structure (SMILES): C1=CC=NCN=C1.O=C=O
* relative energy (zero: lowest compared OMol25 entry of this formula, charge and spin): 1.577 eV

XYZ file:
```
16
Properties=species:S:1:pos:R:3:forces:R:3:mulliken_charge:R:1
C -0.7424 -1.2806 0.3873 0.495 0.288 0.029 -0.23
C 0.0941 -0.2346 0.4491 -0.163 -0.567 -0.023 -0.22
C -2.1903 -1.2771 0.1623 -0.098 -0.210 0.085 0.00
C -0.2158 1.1902 0.3132 0.135 0.177 0.089 0.01
C 5.5304 -0.1179 -0.1370 -0.004 -0.005 0.014 0.69
C -2.4396 0.9986 -0.6120 -0.273 0.225 -0.457 -0.45
N -2.9527 -0.3651 -0.2510 0.782 1.401 0.183 -0.49
N -1.2471 1.7671 -0.1212 -1.184 -1.097 0.041 -0.49
O 5.0619 -0.8622 -0.8685 -0.722 -1.140 -1.131 -0.35
O 5.9941 0.6249 0.5983 0.722 1.147 1.119 -0.34
H -0.3274 -2.2706 0.5414 0.074 0.021 0.017 0.29
H 1.1415 -0.4356 0.6455 -0.002 -0.081 0.027 0.29
H -2.6807 -2.2261 0.3687 0.004 -0.136 0.016 0.33
H 0.5848 1.8582 0.6239 0.141 0.020 0.018 0.33
H -3.2842 1.6598 -0.3958 0.181 -0.128 -0.122 0.31
H -2.3266 0.9711 -1.7039 -0.090 0.085 0.095 0.33
```
Positions in Å, forces in eV/Å.



# 8
DFT (ωB97M-V/def2-TZVPD) results for one molecule with the formula C6H6N2O2S in a non-equilibrium geometry.

Calculated values
* LUMO energy: -0.142 eV
* multiplicity: 1
* largest force on an atom: 3.6 eV Å⁻¹
* highest occupied orbital energy: -8.16 eV
* relative energy (zero: lowest compared OMol25 entry of this formula, charge and spin): 2.629 eV

XYZ file:
```
17
Properties=species:S:1:pos:R:3:forces:R:3:mulliken_charge:R:1
C 0.7842 1.4248 -0.7053 -0.217 -0.331 -0.004 -0.74
C 1.4994 1.7024 0.4676 -0.176 -0.144 -0.052 -0.28
C 0.0287 0.3098 -0.4008 0.488 0.412 0.251 0.67
C -2.4312 -0.4329 1.2962 3.076 -1.032 1.495 0.42
C -1.0256 -0.3958 -1.1234 -0.794 0.084 0.301 -0.94
C -0.2839 -0.9996 1.6250 -3.473 0.246 -0.028 -0.73
N 1.2000 0.8470 1.4251 0.475 0.128 0.747 -1.16
N 0.3236 -0.0042 0.8987 0.366 0.537 -1.192 0.95
O -3.2193 -0.5150 2.1529 -0.165 0.196 -0.524 -0.34
O -3.6325 -0.9526 -0.9392 -0.877 -0.638 -0.449 -0.57
S -2.7366 0.1008 -0.4705 1.064 0.417 -0.466 0.43
H 0.8253 1.9483 -1.6376 -0.049 0.100 -0.224 0.38
H 2.2114 2.4833 0.6432 0.144 0.153 0.099 0.46
H -1.0414 -0.1326 -2.1785 -0.107 -0.006 0.026 0.41
H -0.9919 -1.4791 -1.0166 -0.101 -0.024 -0.023 0.32
H -0.1279 -0.9501 2.6888 0.085 0.035 0.084 0.38
H -0.3477 -1.9762 1.1745 0.260 -0.132 -0.039 0.33
```
Positions in Å, forces in eV/Å.



> What is the relative energy (zero: lowest compared OMol25 entry of this formula, charge and spin) in the second record?

4.643 eV



> Look up the multiplicity of the fifth one.

1